# C7H12BrClN2O

One molecule with the formula C7H12BrClN2O (wB97M-V/def2-TZVPD, OMol25).

Geometry as XYZ:
```
24
Properties=species:S:1:pos:R:3:forces:R:3
C 0.2903 -0.1547 2.5031 0.652 2.452 2.383
C -0.2381 0.3846 1.1905 -0.044 1.359 0.139
C -1.5788 1.1941 1.3631 2.638 1.528 -2.751
C 0.7412 1.3872 0.5138 1.343 -0.057 0.504
O 1.2510 2.4009 0.9599 -1.130 -0.916 -0.225
N 1.0514 0.8267 -0.6896 0.481 0.170 -0.467
Br 2.0448 1.7091 -2.0108 -0.392 -0.356 0.804
C 0.3965 -0.4159 -0.9899 -3.247 -1.588 -2.656
C -0.6332 -0.2819 -2.1680 -0.773 -0.517 1.542
C 1.2352 -1.5588 -1.5413 -2.507 -2.179 2.358
N -0.2230 -0.7730 0.2796 0.305 0.481 0.776
Cl -1.6083 -1.8284 0.3453 0.819 0.799 -0.488
H -0.0812 -1.1154 2.6456 -0.625 -1.778 0.225
H 0.0394 0.4197 3.4559 -0.280 -0.314 -1.413
H 1.3759 -0.1732 2.6226 0.068 -0.220 -0.798
H -2.2887 0.4739 1.3730 -2.736 -1.858 0.699
H -1.8141 1.8850 0.4776 0.543 -1.068 1.005
H -1.4763 1.8236 2.2067 -0.210 0.338 1.018
H -1.5804 0.1829 -2.0769 -1.176 0.678 1.544
H -0.9136 -1.2411 -2.5597 0.363 -0.399 -0.404
H -0.2650 0.3616 -2.8703 1.723 1.068 -2.362
H 1.9851 -1.7901 -0.8378 0.782 -0.889 1.078
H 1.7383 -1.2289 -2.3382 1.689 1.156 -3.548
H 0.5518 -2.4880 -1.8544 1.710 2.108 1.036
```
Positions in Å, forces in eV/Å.

Calculated values
Spin multiplicity: 1
HOMO energy in eV: -9.049
HOMO-LUMO gap in eV: 8.9
SMILES: CC1(C)C(=O)N(Br)C(C)(C)N1Cl
E in eV: -95043.473
Energy relative to the best compared isomer or geometry (same formula, charge and spin) in kcal/mol: 24.36
Total charge: 0